ORCA calculation (ωB97M-V/def2-TZVPD) on a cluster of 15 separate species, C30H90O15 in total in a non-equilibrium geometry.

Geometry as XYZ:
```
135
Properties=species:S:1:pos:R:3:mulliken_charge:R:1
H -4.159 -2.304 -4.769 0.320
C -0.501 0.797 0.385 0.797
H 3.163 -0.871 -4.128 0.341
H 4.224 1.062 -1.392 -0.071
H 4.219 -3.615 3.056 0.093
H 3.065 -4.995 -1.455 0.427
H 2.739 -4.774 5.081 0.284
H 2.155 -1.019 0.744 -0.764
H -3.157 5.847 -2.594 0.353
H 0.806 -2.906 -1.761 -0.490
H 5.428 2.954 -2.678 0.321
H -2.997 3.596 2.649 0.267
H -5.453 -4.180 0.326 0.386
C 2.403 -4.553 2.246 -0.288
H -0.493 -1.470 3.506 0.237
H -4.750 2.782 -3.844 0.270
H 1.709 -5.317 2.597 0.419
H -4.687 1.619 -5.095 0.448
H 2.907 -4.897 1.343 0.269
H 2.439 -0.616 -2.516 -0.340
H 2.235 6.313 0.029 0.321
H -2.114 -2.745 4.875 0.446
H -3.383 -0.652 -0.492 -0.342
H -1.644 3.314 -1.619 0.303
C -2.832 1.679 -4.045 -0.281
H 4.613 -0.124 1.045 0.146
H -1.120 0.219 1.071 -0.210
H 4.627 -1.425 -1.853 0.110
H -0.605 1.863 0.592 -0.410
H 0.439 6.223 0.345 0.174
C -3.452 5.128 -1.830 -1.010
H 1.351 -3.712 -0.274 -0.646
C 2.231 -0.751 -3.577 -0.384
H 5.171 4.035 -1.312 0.326
O 6.434 2.437 -0.978 -0.486
O 2.719 -4.007 4.503 -0.504
O 4.022 -0.789 0.685 -0.525
H -3.808 4.232 -2.339 -0.105
H -4.386 5.481 -1.393 0.425
H 1.573 -1.617 -3.641 0.378
H 4.246 -2.810 0.311 0.106
H -5.760 1.135 -1.076 0.272
H 3.708 1.165 3.192 0.268
H 2.939 -2.425 5.112 0.461
C -3.889 1.120 0.066 0.875
H 3.850 -5.253 3.416 0.447
H 4.052 0.815 4.946 0.415
H -2.857 -2.207 0.876 0.116
O -3.671 -2.115 0.375 -0.224
C -5.810 -3.193 0.621 -1.518
H -3.851 -1.305 -2.748 0.070
H -4.348 -3.104 2.139 0.213
H 4.385 -1.188 3.515 0.124
H -3.729 -3.057 -2.766 0.447
O 3.190 -1.501 5.178 -0.681
H 2.643 -1.117 3.213 -0.097
H 0.509 -4.653 -1.429 0.597
O -1.326 4.173 -1.332 -0.444
H -0.791 2.000 4.145 0.096
C -0.724 -2.503 3.245 0.473
H -1.200 3.574 2.435 -0.243
H 3.964 2.172 -0.082 -0.016
H 6.110 -0.880 -1.131 0.430
C 1.420 4.348 0.424 0.809
H 1.862 -5.211 -3.452 0.340
H -1.780 -2.392 -1.529 0.000
C 5.358 2.999 -1.591 -0.614
H -1.248 -1.291 -2.819 -0.106
H 3.263 -3.300 -1.805 -0.073
C 3.428 -0.869 3.928 0.618
H -1.322 -3.079 -2.997 0.640
H 0.568 3.864 0.902 -0.694
H 0.432 4.142 -1.147 0.589
H -2.461 2.149 4.754 0.508
C 1.431 5.853 0.603 -1.263
H 1.820 -3.655 2.047 -0.382
O -1.951 4.573 3.972 -0.588
H -0.769 0.630 -0.658 -0.246
C 3.386 0.652 4.098 -1.221
H -2.817 -2.250 3.372 0.113
H -6.720 -3.263 1.216 0.376
C 4.842 -1.899 0.259 -0.071
H -2.176 1.405 3.173 -0.107
H 1.569 6.200 1.627 0.388
H 2.304 1.300 -3.985 0.333
C 5.417 -1.720 -1.163 -1.306
O 1.219 0.269 -5.415 -0.590
H 0.686 -0.529 -5.420 0.351
H -2.757 4.598 4.495 0.332
O 1.349 3.978 -0.915 -0.367
H 3.342 2.595 -1.688 0.217
C -4.369 1.785 -4.066 -1.112
H 1.324 1.036 1.415 0.311
O -3.218 0.239 -0.807 0.872
H -2.333 -3.934 3.577 0.349
C 1.563 0.508 -4.089 -0.055
O -0.829 -2.569 1.824 -0.615
H 1.623 0.710 -0.265 -0.155
C -5.394 0.908 -0.075 -1.553
H -2.465 2.462 -4.709 0.391
H 0.678 0.741 -3.497 -0.037
C -2.055 -2.903 3.798 -1.361
C 3.386 -4.275 3.296 -0.356
H 0.063 -3.171 3.596 0.000
O -2.330 1.941 -2.748 -0.136
H -3.580 1.012 1.105 -0.140
O 1.200 -0.915 0.757 1.583
H 5.703 -2.012 0.918 0.460
C 1.217 -3.828 -1.350 0.660
H -0.226 -1.978 1.367 -0.012
C -2.029 3.471 3.135 0.240
C 2.584 -4.143 -1.934 -0.352
H -2.603 1.239 -2.153 -0.168
C 0.966 0.454 0.566 -0.425
H 5.953 -2.635 -1.419 0.397
H -1.952 5.768 -0.387 0.430
H 7.219 2.971 -1.119 0.281
H 2.282 3.897 0.916 0.358
H -5.074 -1.544 1.823 0.354
C -3.244 -2.140 -3.099 -0.452
H -3.610 2.122 -0.260 -0.245
C 4.166 2.124 -1.152 0.004
H -6.027 1.559 0.528 0.445
C -2.392 4.849 -0.773 0.189
H -4.900 1.070 -3.439 0.079
H -2.532 0.697 -4.411 0.292
H 2.384 0.953 4.404 0.175
O -3.248 -2.154 -4.507 -0.580
H -6.031 -2.709 -0.330 0.306
H -5.709 -0.108 0.162 0.185
C -1.830 2.173 3.865 -0.550
O 2.490 -4.506 -3.277 -0.573
H -2.776 4.289 0.080 -0.206
C -4.693 -2.445 1.342 -0.027
C -1.818 -2.193 -2.601 -0.435
```

* lowest unoccupied orbital energy: 0.438 eV
* calculated total energy: -63278.5093 eV
* E_HOMO: -0.349 hartree
* energy relative to the best compared isomer or geometry (same formula, charge and spin): 462.93 kJ/mol



ORCA calculation (ωB97M-V/def2-TZVPD) on a cluster of 15 separate species, C30H90O30 in total in a non-equilibrium geometry.

Geometry as XYZ:
```
150
Properties=species:S:1:pos:R:3:mulliken_charge:R:1
C -0.139 -0.768 0.042 0.969
H 1.775 -1.555 4.967 0.259
H -3.375 1.009 -2.588 -0.025
H 0.777 -0.930 -0.525 0.053
C -4.701 -0.876 2.503 -0.879
C -0.606 -3.360 5.062 -0.469
C 3.589 -4.687 1.995 -0.606
C 0.087 0.469 0.988 -0.117
H -1.629 6.031 1.321 0.293
C -2.799 -2.208 -5.350 -0.561
H 4.160 -0.166 3.779 0.722
H 1.401 -3.168 1.170 -0.492
H -5.270 -0.250 0.908 0.292
C -3.183 -0.845 2.375 0.618
H 0.633 -4.850 -2.383 0.471
H -1.365 2.266 -2.341 -0.118
H 4.229 -3.786 -4.657 0.356
H 3.767 -0.153 0.322 -0.005
H -0.030 2.601 3.774 -0.056
H -0.041 -3.537 -0.596 -0.576
C 4.570 1.626 0.344 -0.785
C 1.458 3.131 -2.982 -0.064
H -3.711 -2.763 -5.572 0.529
H -0.594 0.349 -5.850 0.549
H -0.419 -2.848 -2.045 -0.300
H -2.335 5.417 3.861 0.323
H 1.028 1.032 -6.066 0.356
C -3.432 4.039 3.210 -0.878
O 2.491 1.804 3.480 -0.327
H 2.033 -4.301 -3.944 0.348
C -2.961 -1.414 -4.086 1.451
O -2.497 2.901 1.426 0.236
O -2.668 -2.665 -0.327 -0.685
C 2.744 -2.956 -2.658 0.923
O 0.658 -0.388 -4.629 0.263
H -2.878 -2.152 -3.287 -0.725
H 0.594 3.472 0.845 -0.271
H 2.102 1.344 -2.521 0.137
O 2.275 2.002 -3.198 -0.626
O -1.371 6.697 0.680 -0.615
O -1.229 -0.459 -0.774 3.354
O 1.945 -0.897 4.289 -0.583
O 0.580 4.373 3.950 -0.660
H 0.403 -3.031 6.762 0.232
H -1.074 -2.864 2.549 0.011
H 1.423 3.475 -1.948 -0.261
H 3.278 -2.934 -1.708 -0.024
H -4.923 0.122 2.880 0.346
H 1.110 -0.298 -8.019 0.312
H -2.916 3.416 3.941 0.341
H -3.538 0.395 -0.922 -0.485
H 3.186 2.931 2.129 0.364
H 3.252 -4.817 -0.226 0.390
H 2.985 -4.639 2.901 0.202
O 0.333 4.301 1.254 0.479
O 0.831 1.501 0.341 2.528
C -3.710 3.354 1.853 0.091
H 0.036 3.152 5.528 0.446
H -4.294 2.477 2.134 -0.010
H -1.248 -2.485 4.963 0.184
H 5.139 1.584 1.273 0.298
H -0.583 3.627 -3.411 0.552
C -0.713 -3.704 -1.438 1.791
H -2.748 -2.391 1.358 0.274
O 4.692 -3.835 2.040 -0.628
H -0.869 0.908 1.274 -0.764
H 1.757 1.391 0.569 -0.929
O 2.150 -3.328 0.592 0.659
C 0.929 -0.844 -7.093 -0.813
C 1.940 2.349 4.699 -0.691
H 0.357 0.269 -3.997 -0.213
O -2.755 2.338 -1.245 -0.660
H -1.878 3.629 1.519 -0.226
O -2.624 -2.109 2.268 -0.432
C -0.252 -4.066 3.740 -0.473
H -6.235 2.077 0.243 0.279
O -2.727 5.230 3.005 -0.512
C -3.668 1.263 -1.569 1.094
O 0.117 -2.027 -7.186 -0.602
H -5.175 3.005 -1.531 0.370
H 2.529 -2.549 3.078 -0.427
H 3.872 -1.254 -3.247 0.375
H -2.799 -0.452 3.316 0.440
C 0.467 0.109 -5.922 -0.560
O -2.562 -1.290 -6.429 -0.552
H 4.932 3.770 0.002 0.547
H -5.085 -1.495 3.314 0.363
H -2.391 -1.897 -0.832 -0.322
H 4.709 -1.247 2.540 0.282
H 1.897 -1.260 -6.814 0.273
H 1.715 1.525 5.377 0.372
H 0.085 5.042 -0.681 0.116
C 0.040 6.688 0.713 -0.813
C 4.150 -1.213 3.475 -1.240
O -5.265 -1.139 1.270 -0.554
H -2.772 -0.262 1.551 -0.703
C 0.047 2.742 -3.502 -0.835
C 2.698 -1.482 3.223 1.692
H -0.062 2.325 -4.503 0.319
H 0.493 6.858 1.690 0.269
O 4.632 -3.050 -4.192 -0.609
H 4.736 -3.464 2.924 0.401
H -1.020 -4.805 3.514 0.429
H 2.583 3.073 5.200 0.293
H 0.369 7.539 0.116 0.438
C 0.572 5.310 0.257 -0.118
H 1.915 -2.261 -2.524 -0.370
H 2.352 -1.027 2.295 -0.746
C -2.205 -3.847 -1.085 -1.035
H -1.905 -2.829 -5.406 0.247
C 3.594 -2.221 -3.666 -0.884
H 1.867 -5.210 0.741 0.328
H 1.611 5.366 -0.067 0.299
H -0.781 -1.778 -6.957 0.364
O -5.609 1.436 -0.102 -0.576
H -4.433 4.161 3.624 0.419
O 4.673 -2.249 4.295 -0.624
H 2.940 -2.147 -4.534 0.382
H -0.946 0.231 -1.379 -1.306
H 5.137 -1.743 4.966 0.373
C 4.092 3.160 0.334 0.126
H 4.055 -5.671 2.047 0.480
H -4.246 3.951 1.115 0.308
H 0.668 0.020 1.794 -0.444
H 5.196 1.461 -0.533 0.460
H -2.168 -0.752 -3.738 -0.352
O 3.426 0.737 0.434 -0.216
H -2.915 2.412 -0.302 -0.111
H 2.383 0.851 3.514 0.032
O -0.639 1.780 -2.739 0.328
H 0.632 4.359 2.992 0.406
O -4.140 -0.629 -4.148 -0.542
H -0.324 -1.661 0.639 -0.913
H -3.313 -1.117 -7.001 0.254
H -4.879 -1.241 -4.177 0.352
C -5.086 1.933 -1.357 -0.946
O 0.490 -2.858 5.822 -0.470
O -0.292 -4.921 -2.135 -0.760
H 3.295 3.352 -0.385 -0.468
C 0.530 3.112 4.557 -0.290
H 1.863 3.877 -3.665 0.466
H 0.711 -4.541 3.925 0.303
O 2.319 -4.265 -3.029 -0.667
H -1.246 -4.035 5.631 0.527
O -0.200 -3.240 2.671 -0.179
O 3.653 3.602 1.626 -0.570
C 2.768 -4.598 0.726 -0.606
H -2.494 -4.775 -0.591 0.498
H -5.731 1.530 -2.137 0.410
H -2.847 -3.837 -1.966 0.238
```

* lowest unoccupied orbital energy: 0.314 eV
* calculated total energy: -93985.7515 eV
* E_HOMO: -0.344 hartree
* energy relative to the best compared isomer or geometry (same formula, charge and spin): 324.55 kJ/mol



Q: The lowest calculated total energy belongs to which entry?
A: C30H90O30